13
Properties=species:S:1:pos:R:3:forces:R:3 method="wB97M-V/def2-TZVPD" e_homo_ev=-9.66 fmax_ha_per_bohr=0.009 de_lowest_kj_mol=109.6
O -0.297491 0.601551 -1.075489 0.03 -0.24 0.15
O -0.642525 0.588219 1.150887 -0.04 -0.15 -0.44
N 0.046765 -1.347319 0.049246 -0.10 0.10 0.25
C -0.322267 0.022932 0.129784 -0.06 0.10 0.31
C -0.768846 1.950376 -1.108715 -0.02 0.18 -0.02
C 1.431926 -1.569212 0.497813 0.23 -0.04 0.00
H -1.016310 2.160570 -2.149391 0.07 -0.06 0.13
H 1.652803 -2.633864 0.376698 0.07 0.23 0.02
H -0.546732 -1.811402 0.732472 0.00 0.03 -0.10
H 1.583411 -1.286442 1.552492 -0.02 -0.04 -0.27
H 2.126973 -0.990936 -0.120041 -0.16 -0.16 0.04
H -1.649135 2.050510 -0.472924 0.09 0.06 -0.08
H 0.010741 2.631484 -0.763157 -0.08 -0.03 0.02



13
Properties=species:S:1:pos:R:3:forces:R:3 method="wB97M-V/def2-TZVPD" e_homo_ev=-8.95 fmax_ha_per_bohr=0.065 de_lowest_kj_mol=538.5
N -0.657161 1.025364 0.363154 1.73 1.38 -2.49
C 2.129981 -0.626839 -0.010738 0.43 1.09 -0.56
C -2.174289 -0.803603 -0.244522 -2.11 0.18 -0.22
C 3.180804 0.160926 -0.581527 -1.93 -0.01 2.06
C -1.325382 0.007192 0.600708 -0.67 0.05 0.22
C 2.284679 0.773601 0.227321 0.62 -0.69 0.72
H -1.394496 -0.182054 1.617315 -0.36 -0.74 2.20
H -1.946128 -0.831326 -1.283497 0.13 0.13 -0.81
H -0.538192 1.136352 -0.684636 -0.41 0.18 1.19
H 1.931476 1.553658 0.969621 0.49 -0.83 -1.58
H -3.242760 -0.518890 -0.064808 0.65 0.90 -0.58
H -2.384210 -1.762062 0.122241 0.93 -1.99 0.53
H 4.135678 0.067687 -1.030636 0.50 0.35 -0.67



83
Properties=species:S:1:pos:R:3:forces:R:3 method="wB97M-V/def2-TZVPD" charge=+1 e_homo_ev="-9.74 / -10.38" spin_multiplicity=3 fmax_ha_per_bohr=0.017 de_lowest_kj_mol=50.9
Pd -0.396959 -0.098590 0.209304 0.82 -0.09 -0.23
Se -3.455763 1.076912 -0.677884 -0.02 -0.18 -0.05
O -1.268950 1.956710 3.533750 0.02 -0.06 0.02
O 4.737276 0.483123 2.178677 -0.35 0.22 0.26
O -0.578535 2.017757 -0.383913 -0.64 0.18 0.03
O 0.741341 -0.842355 6.874961 0.00 0.04 -0.04
N -1.162869 4.135893 0.029304 -0.02 -0.01 0.00
N 2.040033 0.158670 2.577381 -0.02 -0.06 0.15
N -4.884139 0.058271 -0.859361 0.03 0.07 0.00
N -2.330964 -0.305283 -0.872995 0.06 0.10 0.21
N 0.679116 0.062902 4.432440 -0.03 0.00 -0.08
N -0.215896 -0.316418 2.321029 -0.18 0.30 -0.04
C 0.804874 -0.008061 3.079083 -0.05 -0.21 -0.05
C 2.257064 1.860441 5.026523 -0.03 0.00 0.00
C 2.339553 0.843063 7.611687 -0.03 -0.04 -0.02
C -3.454615 0.921248 3.695755 0.03 0.02 0.02
C -4.484521 -1.185241 -1.037460 -0.06 0.09 0.02
C 1.546482 0.229990 6.655537 0.02 -0.01 -0.02
C 2.291168 0.055377 -1.135397 -0.01 0.03 -0.09
C 1.492574 5.119341 -0.247541 0.01 0.00 -0.03
C -3.414878 -3.738288 -1.334352 -0.01 -0.01 -0.01
C -2.536956 -2.717145 -1.196157 0.03 -0.06 -0.02
C -2.376076 -1.356791 2.555547 0.06 0.00 0.04
C -4.839118 -3.533409 -1.333792 0.03 0.08 0.01
C 2.509978 0.124233 1.245528 0.12 -0.02 -0.07
C -5.371729 -2.298309 -1.197247 0.01 -0.03 -0.01
C 0.694413 3.185187 1.296920 -0.10 -0.07 0.04
C 3.064166 2.462381 5.985129 0.00 0.01 -0.01
C 1.704021 -0.031623 0.122497 -0.28 -0.02 0.19
C -0.878213 5.452151 0.588132 -0.05 0.04 0.02
C 1.520798 0.728081 5.342442 0.03 -0.03 0.10
C 4.938074 -0.636733 3.039920 0.23 -0.11 -0.04
C 3.106235 1.951454 7.268205 0.02 0.02 0.01
C -2.103583 0.892626 3.375375 -0.01 -0.01 -0.08
C -1.664562 2.972240 4.445171 -0.02 0.01 -0.02
C -0.401026 3.067307 0.266779 0.39 -0.08 0.01
C 4.450752 0.426286 -0.161363 -0.07 -0.11 0.04
C -4.261650 -0.178202 3.434524 -0.03 -0.03 0.00
C 3.647866 0.293970 -1.285272 0.06 0.01 0.00
C 3.893706 0.322450 1.099552 0.18 -0.11 -0.19
C -3.727581 -1.319486 2.858864 -0.01 0.02 0.02
C 1.758649 4.272770 0.996448 0.05 -0.02 0.01
C 0.337612 6.104680 -0.066749 0.02 0.04 0.02
C 0.691290 -1.369005 8.193426 0.00 -0.02 0.03
C -1.544288 -0.267809 2.806641 -0.10 -0.04 0.01
C -3.055476 -1.395408 -1.038877 -0.07 -0.10 0.00
H -4.350392 -2.179181 2.652999 -0.02 0.00 0.01
H 1.856168 4.932385 1.862367 0.00 0.00 0.00
H 0.058609 6.533850 -1.031032 0.00 -0.02 -0.01
H 2.195058 2.281253 4.030904 0.01 0.00 0.00
H -5.313040 -0.130354 3.683866 -0.01 -0.01 -0.01
H 4.327635 -0.584867 3.948328 -0.05 0.02 -0.06
H 0.219213 3.346683 2.266073 -0.01 0.05 -0.03
H -1.812285 4.055928 -0.739374 0.01 -0.01 0.00
H 2.759152 0.274275 3.272698 0.03 0.08 -0.04
H 5.516291 0.594922 -0.233697 0.01 0.01 -0.02
H 2.370716 0.461133 8.621281 0.00 0.00 0.01
H 5.979693 -0.607856 3.354169 0.00 -0.03 -0.04
H 3.646439 3.333912 5.720639 0.01 0.00 0.01
H -1.466268 -2.878460 -1.216398 -0.01 0.03 0.02
H -0.015377 -2.192567 8.160529 0.01 0.00 0.00
H -2.454835 3.599905 4.026299 -0.01 0.00 0.00
H 3.730396 2.415318 8.019558 0.00 0.01 0.00
H 4.084296 0.366875 -2.272807 0.00 0.01 0.00
H 2.396443 5.670651 -0.508056 -0.01 0.02 0.01
H 1.156286 2.201648 1.337578 -0.02 0.09 0.00
H -1.771349 6.063528 0.468881 0.02 0.00 -0.01
H -3.045723 -4.747502 -1.460758 0.02 0.00 0.01
H -0.136930 -0.385017 4.821967 -0.01 0.03 0.01
H 1.293853 4.461838 -1.099222 0.00 -0.01 0.00
H -5.480447 -4.395706 -1.452315 -0.03 0.01 0.00
H -0.778287 3.576328 4.628243 -0.02 0.01 0.00
H 1.670132 -1.741605 8.501804 -0.01 0.00 0.00
H -0.723837 5.336978 1.662330 0.03 -0.01 -0.01
H 0.652713 6.937200 0.567165 0.00 0.00 0.00
H 1.677480 -0.043658 -2.024329 0.00 -0.01 0.02
H -2.006291 2.539886 5.388048 0.02 0.01 0.00
H 2.721207 3.773095 0.883089 -0.01 0.00 -0.03
H -6.436138 -2.111521 -1.200588 -0.02 -0.04 0.00
H 0.342741 -0.615908 8.903283 0.00 -0.01 -0.01
H -3.890834 1.808608 4.132291 0.01 0.01 0.00
H -1.932595 -2.243854 2.117746 0.01 0.01 -0.02
H 4.741914 -1.574205 2.517668 -0.02 0.00 0.01



121
Properties=species:S:1:pos:R:3:forces:R:3 method="wB97M-V/def2-TZVPD" charge=+1 e_homo_ev="-9.80 / -9.80" fmax_ha_per_bohr=0.007 de_lowest_kj_mol=7.8
Y -0.033921 -0.209466 0.373734 -0.36 0.07 0.04
O 3.682578 -0.954936 -1.139320 0.06 0.09 0.01
O -1.383761 -1.918415 1.131314 0.17 0.12 0.02
O 0.228250 1.890086 1.258289 -0.01 0.03 -0.01
O 2.012739 0.335939 -0.363183 0.07 -0.09 -0.17
N -0.924725 0.084692 2.708035 -0.03 0.09 -0.03
N 0.643242 -3.160618 -3.087026 -0.03 0.08 0.15
N 1.813338 -1.158337 1.801548 -0.10 0.06 0.03
N 0.067808 0.338912 -2.247236 0.00 0.01 0.22
N -2.047446 0.950314 -0.622525 -0.19 -0.04 0.04
N -3.012429 2.313177 -2.086433 0.04 -0.07 0.10
N 0.365627 -2.174214 -1.119381 0.10 -0.01 -0.07
C 2.922437 -0.573309 -0.272281 0.07 -0.11 0.12
C -3.502718 -3.872078 1.420170 -0.02 0.00 0.03
C -0.886571 2.450112 7.494188 -0.04 -0.02 0.00
C 0.845264 3.355836 4.442508 0.00 0.06 0.06
C 0.344760 2.338935 5.324960 0.03 0.10 0.05
C -1.825499 -0.805269 3.154059 -0.05 -0.02 0.05
C -2.315932 -4.818098 1.198041 0.04 -0.04 -0.01
C -3.946261 2.126360 -1.074805 -0.08 0.08 -0.10
C 1.302267 1.245383 7.353640 0.01 -0.05 0.03
C 1.431036 4.346805 2.174613 0.01 0.02 0.04
C -5.254444 -0.150073 5.745775 -0.02 0.03 0.00
C -0.266984 1.247885 4.788599 -0.02 -0.03 -0.13
C -0.654376 1.557851 -2.565581 0.00 0.08 -0.01
C -4.696378 -4.713496 1.873903 -0.04 -0.06 0.00
C 2.949859 -1.235851 1.101012 0.10 -0.11 -0.12
C 0.845814 -3.467295 -0.907359 0.01 0.05 0.10
C 1.027596 -4.097217 -2.136515 0.05 -0.08 -0.19
C -4.014909 0.851162 0.975771 -0.05 0.04 0.00
C -3.885421 -3.197242 0.092983 -0.05 -0.03 -0.04
C -2.084370 -1.868787 2.195739 -0.07 -0.15 -0.17
C -5.475592 -2.612644 5.986491 -0.06 -0.04 0.01
C 2.847545 -2.386361 3.561985 -0.10 0.05 -0.01
C -5.901046 2.191013 0.232725 -0.02 -0.01 0.05
C -3.147644 -2.807455 2.452979 0.12 0.18 0.06
C -5.238842 2.607844 -0.903341 0.04 -0.03 0.03
C 1.518170 -5.392397 -2.256526 -0.03 0.05 0.08
C 1.155113 -4.135604 0.275775 -0.01 -0.03 -0.02
C -5.297783 1.324784 1.158528 -0.01 0.03 -0.06
C 4.069739 -1.907794 1.563024 -0.11 0.04 0.02
C -0.251901 -0.809671 -3.078379 0.00 -0.04 -0.12
C 1.969141 5.528950 2.981345 0.02 0.06 -0.01
C 0.268685 -2.047488 -2.418502 -0.05 0.11 -0.04
C -2.623224 -0.704736 4.325326 0.05 -0.01 -0.05
C 1.640480 -5.421972 0.170582 0.00 -0.01 -0.04
C -3.830484 -2.658142 3.626209 -0.07 -0.01 0.07
C 1.764177 -1.725980 3.009384 0.06 -0.09 0.02
C -4.474672 -1.469343 5.827911 0.05 0.02 -0.01
C -3.604803 -1.614517 4.578213 -0.03 -0.08 -0.05
C -1.917823 1.593762 -1.757919 0.20 -0.05 -0.02
C 0.503238 2.453064 6.843325 0.02 -0.06 -0.07
C 2.599950 3.746669 1.376532 0.03 0.04 -0.03
C 1.821117 -6.041058 -1.077215 0.01 -0.02 0.02
C 1.234326 3.725054 7.268163 0.01 0.08 0.03
C -3.569435 -1.446397 7.067270 0.02 0.01 0.05
C -0.374388 1.100101 3.380025 -0.01 -0.01 0.20
C 4.016834 -2.481075 2.821670 0.09 -0.03 -0.02
C 0.829646 3.284117 3.083549 -0.10 -0.23 0.02
C 0.358420 4.886005 1.215557 0.00 0.06 -0.04
C -3.331708 1.268455 -0.164412 0.08 -0.10 0.06
C 0.241178 2.095944 2.504646 0.09 0.06 -0.21
H 1.071467 0.492725 -2.174949 0.01 -0.02 -0.07
H -4.729749 -2.517358 0.228918 0.00 0.02 0.03
H -2.598695 -5.597070 0.486571 0.01 0.00 -0.01
H 1.291888 4.223901 4.900791 0.01 0.01 -0.01
H -6.908634 2.538488 0.414565 -0.01 0.00 0.00
H 1.002107 -3.669703 1.239080 0.00 0.02 -0.01
H 1.335463 3.733040 8.353840 -0.01 0.00 0.01
H 0.794054 0.304909 7.137606 -0.01 -0.01 0.00
H -6.197387 -2.644680 5.168414 0.00 0.02 -0.01
H -3.118540 2.870264 -2.916642 -0.03 0.02 0.01
H -3.052732 -2.640076 -0.330972 0.01 0.00 0.00
H 2.771667 -2.819314 4.549011 -0.01 -0.01 0.01
H -2.026385 -5.308529 2.130152 -0.02 0.01 0.02
H -1.341003 -0.891796 -3.163390 0.01 0.01 0.02
H -0.045449 4.104583 0.576301 0.00 -0.03 0.00
H -4.919657 -5.455065 1.106158 0.00 0.00 -0.01
H 2.380027 6.268649 2.293247 0.00 0.00 0.00
H -1.452184 -4.293011 0.800181 0.00 0.03 -0.01
H 3.384829 3.394495 2.048845 0.00 -0.01 0.03
H -4.190413 -3.963954 -0.622282 0.01 0.00 -0.02
H -5.873515 -0.022696 6.635124 -0.01 0.00 0.02
H 4.876220 -3.001871 3.223537 0.00 0.00 0.00
H -4.628920 -3.350564 3.841454 0.00 -0.01 -0.01
H -0.607635 0.449094 5.428939 0.00 -0.03 0.01
H -0.876885 1.672991 -3.633783 0.01 -0.04 0.02
H -2.506629 0.144997 4.978394 0.04 0.04 0.00
H -4.586895 0.709362 5.676691 0.02 0.01 0.01
H 1.885864 -5.971427 1.069114 0.01 -0.01 0.01
H 1.187456 6.019821 3.564083 -0.03 0.00 0.00
H -1.489089 3.289879 7.144933 0.01 0.02 -0.02
H 2.293013 1.204761 6.898236 0.01 0.03 -0.02
H -4.493131 -5.256436 2.798920 0.04 0.00 0.01
H 2.206716 -7.050614 -1.114756 0.00 -0.01 0.01
H -6.037759 -2.470047 6.909845 0.00 0.00 0.01
H 2.289483 2.916905 0.746094 -0.01 -0.02 0.00
H 0.685558 -3.254725 -4.086857 0.01 -0.05 0.00
H -4.170313 -1.346646 7.972319 -0.03 0.00 0.01
H 2.238333 3.786113 6.845721 0.02 -0.04 -0.01
H -3.566116 0.184212 1.696589 0.03 -0.01 -0.01
H -2.985977 -2.364879 7.147690 0.00 -0.02 -0.02
H 1.429096 1.311524 8.435505 0.00 0.01 0.01
H -1.428976 1.530365 7.269338 -0.01 -0.02 0.01
H -0.793448 2.524874 8.578589 0.01 0.00 0.02
H -0.464698 5.343414 1.768095 0.00 -0.01 0.03
H -5.910921 -0.136697 4.873748 0.00 -0.02 -0.02
H -0.030186 2.408539 -2.278313 -0.04 0.00 0.01
H 0.821595 -1.654384 3.539096 0.01 0.01 0.01
H 1.659456 -5.867639 -3.216772 0.00 0.00 -0.03
H -4.985257 -3.585689 6.048221 0.04 0.00 0.01
H -2.873318 -0.607012 7.040282 0.01 0.02 0.00
H 0.145193 -0.723787 -4.098397 0.00 0.00 0.05
H 3.034136 4.522358 0.742318 0.00 -0.01 -0.02
H 0.689311 4.627474 6.985424 -0.03 0.00 -0.01
H 0.800724 5.656171 0.580691 0.00 0.01 -0.01
H -5.853373 1.019687 2.034806 -0.02 0.00 0.01
H 4.941890 -1.964680 0.928923 0.02 0.00 -0.01
H -5.595541 -4.112307 2.020328 -0.01 0.04 -0.02
H -5.705250 3.273119 -1.616300 0.00 0.01 -0.02
H 2.772635 5.236966 3.659433 0.02 -0.04 0.00



18
Properties=species:S:1:pos:R:3:forces:R:3 method="wB97M-V/def2-TZVPD" charge=+1 e_homo_ev="-10.61 / -12.94" spin_multiplicity=2 fmax_ha_per_bohr=0.048 de_lowest_kj_mol=0.0
Ca 0.205440 -0.477074 1.627687 -1.31 0.23 1.35
O 2.541617 1.308263 -0.230810 0.53 0.30 0.50
O -1.650461 -0.272502 1.006467 0.88 -0.03 0.09
C 2.200850 -0.893864 0.450082 1.31 0.27 -2.09
C -2.402565 -0.729367 -0.059055 -1.12 0.88 -1.36
C -3.469972 -1.669292 0.367589 -0.06 -0.14 -0.23
C 2.068140 0.112429 -0.476896 -0.17 -1.28 0.76
C 1.710163 2.448230 -0.472231 -0.09 0.28 -0.50
H 2.924640 -0.777380 1.263618 -0.32 0.04 -0.06
H -4.298549 -1.903661 -0.303328 0.27 0.07 0.30
H -2.802416 0.163523 -0.658459 0.06 -1.04 0.85
H 2.368903 3.320345 -0.440602 -0.25 -0.23 0.00
H 1.221339 2.373729 -1.451254 0.08 0.04 0.17
H -3.259314 -2.327186 1.214859 -0.20 0.27 -0.27
H 1.929462 -1.903421 0.123160 0.20 0.19 0.11
H -1.793086 -1.235628 -0.848507 0.19 -0.06 0.30
H 0.953234 2.512279 0.318992 0.09 0.10 -0.14
H 1.552575 -0.049424 -1.431311 -0.11 0.12 0.23



42
Properties=species:S:1:pos:R:3:forces:R:3 method="wB97M-V/def2-TZVPD" charge=+2 e_homo_ev="-16.43 / -16.45" spin_multiplicity=2 fmax_ha_per_bohr=0.052 de_lowest_kj_mol=0.0
O 2.236935 2.391141 0.405442 -0.10 0.06 -0.25
O 2.577636 -0.877457 0.977764 0.50 -0.11 1.52
O -1.131063 2.743121 1.020139 -0.33 -0.12 0.51
O -0.051783 2.545767 -1.545882 -0.08 -0.16 0.05
O 3.047437 -2.321010 -1.332593 -0.04 -0.03 -0.51
O 0.236025 0.355462 3.104612 0.49 -0.58 -0.72
O -4.085538 0.398595 0.280899 0.04 0.08 -0.26
O -2.483447 0.824023 2.487945 0.47 0.05 0.43
N -1.368662 -2.821445 0.985606 1.69 -0.82 -1.67
N 1.902405 0.388722 -1.242013 -0.30 0.38 0.45
C 0.421476 0.171173 -1.410900 0.22 1.16 -1.80
C -0.690445 -2.151516 -1.199418 1.58 0.79 -1.75
C 0.073840 -1.147633 -2.081639 -0.78 -0.82 1.58
C -0.012851 1.385647 -2.327647 -0.57 -0.46 1.04
C -0.470860 -2.225912 0.170670 -2.10 0.35 1.62
H -1.126209 -3.073448 1.937501 -0.07 0.42 0.21
H 0.215263 0.897410 3.897122 -0.28 0.01 -0.01
H -1.207476 -2.876670 -1.825197 -0.52 -0.12 0.75
H -0.822398 2.493782 -0.943257 0.52 0.36 -0.07
H -0.650821 0.331733 2.706636 0.06 0.51 0.71
H 0.767440 1.520694 -3.078786 -0.41 0.00 -0.35
H 2.242728 -2.829693 -1.464122 0.05 -0.32 0.27
H -0.118616 0.332218 -0.496916 0.20 -0.02 0.78
H 1.022987 -1.645365 -2.277287 -0.07 -0.19 -0.82
H 0.248211 -1.584855 0.671345 0.33 -0.20 -0.10
H -1.973147 -3.484671 0.509373 -0.46 0.10 0.33
H 1.311127 2.374536 0.682448 0.02 0.28 0.37
H -0.542544 -0.992444 -2.974666 0.52 -0.15 -0.06
H 3.652827 -2.746170 -1.955670 0.26 0.09 0.11
H -1.000470 3.599540 1.452956 -0.01 -0.07 -0.29
H 3.504057 -1.151745 1.046653 -0.02 -0.34 -0.51
H 2.425805 -0.607214 1.903975 -0.53 0.22 -0.36
H -2.924391 0.198972 1.897349 -0.72 0.37 0.07
H -1.748968 2.260371 1.617683 0.42 0.14 -0.39
H 2.019773 1.432709 -1.081379 0.48 -0.90 -0.26
H 2.341348 -0.036124 -0.396111 -0.69 0.03 0.26
H -5.030398 0.212983 0.243385 -0.05 -0.11 0.02
H -1.019378 1.181719 -2.733871 0.54 -0.08 -0.31
H 2.449615 -0.045908 -1.984861 -0.17 0.53 -0.45
H -4.011380 1.288996 -0.091041 0.01 -0.13 0.14
H -3.028583 1.008731 3.270479 0.01 -0.34 -0.46
H 2.802491 2.281234 1.173277 -0.11 0.12 0.21



| no. | E (eV) |
| --- | --- |
| 1 | -8809.3930 |
| 2 | -6782.9316 |
| 3 | -121808.2425 |
| 4 | -72476.2695 |
| 5 | -27871.5879 |
| 6 | -24967.2332 |